Here is 4 unconnected molecules or ions with the total composition C38H87BN2O14P3 at a distorted geometry from OMol25. Energies are from ωB97M-V/def2-TZVPD.

- ⟨S²⟩ = 0.754
- spin multiplicity = 2
- E (eV) = -101011.0414
- highest occupied orbital energy (spin up / spin down) (eV) = -8.3125 / -9.2192

Last column: Mulliken charge in e.
CARTESIAN COORDINATES (ANGSTROEM)
C  -1.482  -0.853  1.544  -1.076
C  -0.373  -0.422  0.563  -0.677
C  -0.498  1.048  0.092  -0.100
C  -0.412  1.186  -1.441  -0.390
C  0.094  2.552  -1.955  -1.150
C  -1.059  3.474  -2.325  0.018
C  -1.697  4.092  -1.081  -0.639
C  -3.058  4.748  -1.387  -0.937
C  -4.207  4.197  -0.532  -0.160
C  -5.492  3.957  -1.340  -0.549
C  -6.394  2.894  -0.698  -1.840
C  -6.945  1.749  -1.608  2.832
B  -8.519  1.760  -1.360  0.562
N  -9.245  0.920  -0.379  -0.674
O  -9.273  2.610  -2.128  -0.736
C  -6.759  1.918  -3.141  -3.436
C  -5.560  1.171  -3.789  2.892
C  -6.110  -0.069  -4.516  -2.415
C  -4.907  2.050  -4.882  -1.581
N  -4.523  0.780  -2.801  -0.235
O  -3.813  1.784  -2.421  0.012
C  -5.000  -0.036  -1.649  2.814
C  -4.913  -1.559  -1.938  -1.866
C  -4.076  0.199  -0.441  -2.289
C  -6.440  0.334  -1.218  -3.069
H  -1.099  -1.461  2.361  0.382
H  -2.270  -1.373  0.997  0.088
H  -1.948  0.025  1.994  0.404
H  -0.377  -1.068  -0.314  0.311
H  0.578  -0.522  1.086  0.423
H  0.311  1.639  0.520  0.665
H  -1.469  1.414  0.427  -0.140
H  -1.383  0.950  -1.884  -0.175
H  0.298  0.420  -1.768  0.654
H  0.741  3.042  -1.223  0.364
H  0.717  2.343  -2.827  0.288
H  -0.625  4.283  -2.921  0.416
H  -1.791  2.973  -2.961  -0.204
H  -1.806  3.353  -0.288  0.244
H  -1.019  4.877  -0.742  0.482
H  -3.271  4.555  -2.441  0.302
H  -2.993  5.831  -1.269  0.545
H  -4.398  4.835  0.331  0.543
H  -3.880  3.211  -0.190  -0.309
H  -5.184  3.728  -2.355  0.038
H  -6.030  4.909  -1.350  0.540
H  -5.860  2.440  0.138  0.800
H  -7.239  3.413  -0.230  0.469
H  -8.837  1.022  0.545  0.300
H  -9.252  -0.064  -0.610  0.279
H  -10.012  2.960  -1.621  0.311
H  -7.656  1.508  -3.611  0.845
H  -6.774  2.971  -3.407  0.225
H  -5.271  -0.681  -4.853  0.485
H  -6.713  0.246  -5.362  0.608
H  -6.688  -0.708  -3.847  0.335
H  -4.968  1.553  -5.850  0.562
H  -5.410  3.008  -4.989  0.301
H  -3.853  2.221  -4.682  0.110
H  -4.731  -1.751  -2.993  0.317
H  -5.835  -2.065  -1.655  0.353
H  -4.093  -2.014  -1.386  0.428
H  -4.254  1.147  0.057  -0.025
H  -4.328  -0.582  0.281  0.694
H  -3.027  0.059  -0.699  0.388
H  -6.534  0.222  -0.137  0.271
H  -7.153  -0.368  -1.659  0.770
O  1.616  -7.579  1.022  -0.782
P  0.412  -7.245  1.775  0.802
O  0.213  -5.681  2.004  -0.235
C  0.161  -4.795  0.875  -0.173
C  -1.132  -4.917  0.092  -0.997
O  0.597  -7.679  3.307  -0.228
C  1.784  -8.324  3.777  -0.518
C  2.729  -7.323  4.402  -0.917
O  -1.018  -7.816  1.497  -0.296
C  -1.963  -8.255  2.488  -0.178
C  -2.520  -7.116  3.309  -0.965
H  1.024  -4.978  0.231  0.336
H  0.260  -3.790  1.282  0.149
H  -1.214  -5.890  -0.393  0.408
H  -1.177  -4.147  -0.679  0.372
H  -1.992  -4.808  0.754  0.167
H  2.267  -8.876  2.971  0.380
H  1.458  -9.051  4.524  0.279
H  2.992  -6.534  3.697  0.232
H  3.645  -7.801  4.752  0.431
H  2.245  -6.837  5.251  0.266
H  -1.524  -9.032  3.111  0.247
H  -2.763  -8.727  1.918  0.340
H  -1.751  -6.657  3.928  0.254
H  -3.308  -7.496  3.960  0.399
H  -2.936  -6.343  2.663  0.226
O  1.686  5.696  -4.231  -0.662
P  2.925  5.964  -4.996  0.894
O  3.769  6.848  -3.892  -0.312
C  4.180  6.248  -2.667  -0.243
C  5.314  5.253  -2.836  -0.960
O  2.549  7.133  -6.030  -0.315
C  1.193  7.465  -6.346  -0.303
C  0.727  8.643  -5.520  -1.129
O  4.189  5.377  -5.725  -0.288
C  4.928  6.012  -6.789  -0.210
C  5.694  7.227  -6.326  -0.902
H  3.319  5.771  -2.189  0.210
H  4.498  7.071  -2.026  0.309
H  4.996  4.377  -3.402  0.256
H  5.666  4.915  -1.860  0.419
H  6.147  5.705  -3.376  0.172
H  0.539  6.605  -6.209  0.336
H  1.181  7.720  -7.407  0.319
H  0.813  8.423  -4.456  0.273
H  -0.313  8.883  -5.746  0.397
H  1.342  9.519  -5.727  0.309
H  4.270  6.239  -7.625  0.257
H  5.621  5.246  -7.136  0.331
H  5.028  8.031  -6.019  0.261
H  6.316  7.585  -7.148  0.394
H  6.333  6.983  -5.478  0.189
O  5.106  -4.769  5.913  -0.718
P  6.403  -4.489  6.555  0.877
O  6.362  -3.029  7.222  -0.273
C  5.520  -2.781  8.355  -0.336
C  6.043  -3.427  9.623  -0.954
O  7.327  -4.122  5.259  -0.325
C  6.891  -4.310  3.916  -0.214
C  6.349  -3.021  3.337  -1.133
O  7.533  -5.225  7.350  -0.283
C  8.943  -5.263  7.052  -0.164
C  9.619  -3.932  7.272  -0.983
H  4.505  -3.122  8.135  0.302
H  5.486  -1.699  8.469  0.312
H  6.008  -4.516  9.559  0.264
H  5.442  -3.119  10.479  0.402
H  7.081  -3.143  9.798  0.208
H  6.153  -5.108  3.852  0.253
H  7.771  -4.632  3.353  0.322
H  5.520  -2.649  3.940  0.269
H  5.999  -3.173  2.315  0.397
H  7.123  -2.252  3.331  0.297
H  9.109  -5.648  6.048  0.244
H  9.348  -6.002  7.742  0.339
H  9.268  -3.184  6.564  0.265
H  10.695  -4.055  7.144  0.396
H  9.422  -3.562  8.278  0.234

Cartesian forces, eV/Å:
0.00 0.25 -0.33
-0.13 0.45 0.51
-0.21 -0.51 -0.56
0.66 0.01 0.53
-0.55 -0.77 -0.32
0.76 0.57 0.02
-0.21 0.57 -0.46
0.01 0.00 0.14
0.17 -0.57 -0.56
0.09 0.72 0.66
0.06 -0.06 -0.17
-0.31 -0.68 -0.32
-0.15 -0.19 -0.09
0.10 0.73 0.25
0.53 0.62 0.24
-0.09 -0.09 0.52
-0.32 0.10 -1.35
0.59 -0.40 0.78
0.22 -0.21 -0.10
-0.83 1.07 1.00
0.31 -0.29 -0.33
0.28 -0.94 1.03
0.07 0.23 -0.51
-0.27 -0.36 0.01
-0.23 0.72 -0.58
-0.09 -0.24 -0.09
0.02 -0.19 0.29
0.02 0.01 0.09
0.15 -0.17 0.07
0.15 -0.21 -0.27
-0.18 0.15 0.24
0.16 0.32 0.16
0.06 0.01 -0.11
-0.05 -0.04 -0.12
0.02 -0.05 0.10
-0.02 0.23 -0.11
-0.22 0.11 -0.09
-0.01 -0.16 0.19
0.02 0.01 0.03
0.16 -0.21 0.32
-0.14 0.07 -0.01
0.01 0.04 -0.08
0.00 -0.11 0.14
-0.02 0.13 0.25
-0.19 -0.20 -0.02
-0.11 -0.03 -0.39
0.00 -0.04 0.00
-0.03 0.03 0.00
0.00 -0.33 0.04
-0.01 -0.03 0.06
-0.44 -0.46 -0.22
0.04 0.01 -0.15
0.14 0.04 0.04
-0.04 0.07 -0.32
-0.11 -0.04 0.01
-0.24 0.07 -0.09
-0.01 -0.02 -0.02
0.06 0.08 0.11
-0.02 0.13 0.12
-0.05 -0.06 -0.02
-0.01 -0.04 0.04
0.05 -0.01 0.01
0.27 0.16 -0.17
-0.04 0.04 0.02
-0.07 0.24 -0.05
0.13 -0.17 0.03
0.13 -0.16 -0.04
-0.61 -0.31 -1.35
1.14 0.47 3.07
-0.31 0.05 -0.49
0.05 0.23 -0.21
-0.06 -0.17 0.06
-0.35 -0.10 -0.14
0.35 -0.15 0.20
-0.18 0.27 0.05
-0.04 -0.31 -1.07
-0.42 -0.15 0.00
0.15 0.14 0.05
0.01 -0.06 0.04
0.01 -0.04 0.10
0.03 0.02 -0.03
0.02 0.03 0.02
0.00 0.09 0.00
-0.06 0.11 -0.13
-0.08 0.03 -0.02
0.06 -0.10 -0.09
-0.02 -0.04 -0.02
0.07 -0.02 0.05
0.24 0.12 0.03
0.06 0.05 -0.12
0.03 -0.04 0.01
-0.02 0.00 -0.02
-0.06 -0.04 -0.01
0.34 -2.96 -1.11
0.28 5.81 2.07
0.21 -0.27 -0.41
-0.08 -0.04 0.16
-0.05 -0.05 -0.13
0.30 -0.66 -0.55
-0.31 0.25 -0.07
0.15 0.06 0.14
-0.93 -2.01 -0.13
0.31 -0.10 -0.46
-0.13 0.12 0.17
-0.01 0.02 -0.01
-0.01 0.04 -0.04
0.00 -0.02 0.04
0.00 0.03 0.01
0.03 0.02 0.06
0.09 -0.05 0.14
0.09 -0.02 0.00
-0.07 -0.08 -0.01
0.00 -0.02 -0.02
-0.03 0.01 -0.04
-0.20 0.08 0.16
-0.05 -0.10 0.14
-0.04 -0.01 -0.02
0.01 -0.04 -0.01
0.05 -0.02 -0.05
-0.44 -1.94 2.17
1.65 3.64 -4.41
-0.05 -0.55 0.69
-0.20 0.09 0.18
0.09 -0.13 -0.08
0.35 -0.18 0.53
-0.03 0.09 -0.26
0.01 0.13 0.11
-1.32 -1.18 1.00
0.47 -0.25 0.11
-0.15 0.19 -0.03
0.02 -0.01 -0.06
0.06 0.01 -0.08
-0.03 0.01 0.01
-0.01 0.02 -0.01
-0.02 0.06 0.03
-0.06 0.03 0.12
0.03 0.01 0.06
-0.06 -0.09 -0.02
0.01 -0.02 0.00
0.01 -0.02 -0.04
-0.23 0.15 -0.12
-0.16 0.00 0.08
-0.02 -0.04 -0.05
0.00 -0.02 0.03
0.06 -0.06 0.03